{"formula": "C7H10O3S2", "method": "ωB97M-V with the def2-TZVPD basis set", "species": ["S", "S", "O", "O", "O", "C", "C", "C", "C", "C", "C", "C", "H", "H", "H", "H", "H", "H", "H", "H", "H", "H"], "positions_angstrom": [[-0.86964, 0.89474, 1.00003], [-2.06292, -1.37842, -0.55220], [1.73168, -2.36089, 0.74766], [3.20050, 1.14725, 2.40157], [2.62523, 0.97336, -0.28704], [-2.23009, -0.37684, -1.86011], [-2.20153, 1.55873, -0.11181], [2.86545, 0.00927, 1.94206], [-2.00817, 1.11112, -1.55020], [1.74641, -1.20643, 0.00769], [-1.15804, -0.79164, 0.66943], [2.41024, -0.08976, 0.48984], [-1.12660, -1.63245, 1.45274], [2.87306, -0.95403, 2.48544], [1.31351, -2.97556, 0.07097], [-2.83795, -0.74395, -2.64986], [-3.03113, 0.99250, 0.42955], [1.22759, -1.19683, -0.99794], [-2.60330, 1.68422, -2.28127], [-2.19525, 2.55554, 0.12247], [3.31923, 1.48986, 0.27817], [-0.98829, 1.29022, -1.80720]], "atomic_forces_ev_per_a": [[0.280, -0.069, -0.394], [0.201, -0.787, -1.294], [-1.404, -0.972, -2.271], [-0.769, -3.872, -1.402], [1.832, 2.024, 1.222], [0.302, 1.026, 2.673], [-0.452, -4.507, 1.579], [0.267, 2.836, -0.834], [-0.454, -0.355, -1.562], [1.218, 2.170, 0.254], [-0.732, -1.328, 1.242], [-0.697, -2.665, 1.046], [0.231, 1.788, -0.889], [-0.010, 0.607, 0.262], [0.718, 0.480, 1.858], [-0.423, -0.184, -0.397], [0.273, 1.284, -1.229], [0.829, -0.031, 1.264], [0.022, 0.033, 0.482], [-0.230, 2.541, 0.030], [-1.841, -0.623, -1.447], [0.839, 0.603, -0.193]], "e_tot_ha": -1294.65838}